Entry 1:
Below is C19H21N5O7S as an isolated structure in a non-equilibrium geometry, with properties calculated with ωB97M-V/def2-TZVPD.

Positions of all 53 atoms, in Å:
C1 -3.134 -2.776 -1.672
H1 -3.527 -3.811 -1.541
O1 -2.251 -2.573 -0.694
C2 -1.903 -1.108 -0.452
C3 -1.481 -0.688 0.748
C4 -1.229 0.600 1.313
C5 -1.379 1.687 0.434
C6 -1.492 1.188 -1.029
C7 -1.710 -0.134 -1.384
O2 -2.004 -0.478 -2.731
C8 -1.218 0.043 -3.542
H2 -1.006 -0.582 -4.450
H3 -1.751 1.197 -4.195
H4 -0.305 0.413 -3.286
O3 -1.619 2.168 -2.023
C9 -1.491 3.595 -1.515
H5 -1.679 4.215 -2.604
H6 -0.435 3.706 -1.264
H7 -2.093 3.737 -0.893
H8 -1.161 2.506 0.772
C10 -0.611 0.880 2.607
O4 -0.903 1.985 3.314
N1 -0.025 -0.181 3.370
H9 0.187 -0.900 2.927
C11 1.028 0.101 4.350
C12 2.029 0.898 3.883
N2 3.190 1.279 4.402
N3 4.052 1.566 3.634
C13 3.291 1.996 2.627
S1 3.770 2.560 0.994
C14 2.322 2.427 0.056
H10 1.591 2.834 0.661
H11 2.387 3.272 -0.700
C15 1.935 1.354 -0.731
O5 1.723 1.261 -1.869
N4 1.795 -0.010 0.257
C16 1.543 -1.159 -0.227
N5 0.975 -1.878 1.064
O6 0.807 -3.129 0.407
C17 0.821 -3.059 -0.780
C18 1.022 -1.694 -1.342
H12 1.229 -1.305 -2.059
C19 0.453 -4.123 -1.691
H13 0.406 -3.819 -2.830
H14 1.250 -5.046 -1.515
H15 -0.658 -4.551 -1.584
H16 1.811 0.416 1.082
O7 1.938 1.530 2.530
H17 1.141 -0.673 4.999
H18 0.287 1.031 5.145
H19 -1.570 -1.666 1.633
H20 -2.462 -2.888 -2.658
H21 -3.886 -2.215 -1.948

Computed properties:
Molar mass   463.47 g mol⁻¹
HOMO-LUMO gap   7.790 eV
ΔE to the lowest compared entry with this formula, charge and spin   0.0 kJ/mol
Maximum force   0.3767 hartree/bohr
E_tot   -52638.359 eV

***

Entry 2:
Below is C19H21N6RuSSe2 as an isolated structure in a non-equilibrium geometry, with properties calculated with ωB97M-V/def2-TZVPD.

Positions of all 50 atoms, in Å:
Ru1 0.694 -0.682 -0.966
S1 -3.539 -1.029 -2.453
C1 -3.577 -1.283 -0.760
C2 -2.335 -1.204 -0.143
C3 -1.304 -0.934 -1.038
C4 -1.844 -0.795 -2.369
C5 -0.966 -0.467 -3.443
C6 -1.361 -0.270 -4.765
C7 -0.415 0.102 -5.710
C8 0.897 0.268 -5.303
C9 1.233 0.049 -3.966
N1 0.341 -0.318 -3.055
H1 -4.528 -1.481 -0.281
H2 -2.220 -1.340 0.924
H3 -2.398 -0.401 -5.046
H4 -0.701 0.264 -6.740
H5 1.668 0.566 -6.000
H6 2.255 0.164 -3.632
C10 2.176 -3.980 -2.180
Se1 0.535 -3.196 -1.488
C11 0.605 -3.959 0.315
C12 1.564 -3.205 1.210
Se2 0.926 -1.367 1.392
C13 2.451 -0.563 2.278
H7 1.934 -5.014 -2.418
H8 2.981 -3.947 -1.450
H9 2.449 -3.455 -3.092
H10 0.899 -5.003 0.199
H11 -0.417 -3.939 0.692
H12 2.570 -3.166 0.791
H13 1.617 -3.631 2.213
H14 3.368 -0.793 1.741
H15 2.479 -0.964 3.289
H16 2.280 0.510 2.316
N2 0.586 3.515 -0.278
C14 -0.138 2.404 -0.342
N3 0.685 1.392 -0.593
C15 1.919 1.981 -0.672
N4 1.889 3.272 -0.485
C16 3.091 1.157 -0.940
C17 4.389 1.654 -1.005
N5 5.419 0.855 -1.238
C18 5.169 -0.438 -1.403
C19 3.880 -0.950 -1.343
N6 2.831 -0.153 -1.113
H17 0.273 4.461 -0.094
H18 -1.205 2.358 -0.197
H19 4.583 2.711 -0.865
H20 6.016 -1.088 -1.590
H21 3.684 -2.002 -1.487

Computed properties:
Molar mass   624.48 g mol⁻¹
HOMO-LUMO gap (spin up / spin down)   4.968 / 5.134 eV
ΔE to the lowest compared entry with this formula, charge and spin   0.0 kJ/mol
Total charge   +3
Maximum force   0.0563 hartree/bohr
E_tot   -173067.347 eV

***

Entry 3:
Below is an isolated molecule of C19H21NO4, with properties calculated with ωB97M-V/def2-TZVPD.

Positions of all 45 atoms, in Å:
C1 -6.607 -2.938 -0.932
C2 -6.862 -2.029 0.267
O1 -6.493 -0.688 0.023
C3 -5.174 -0.335 0.029
C4 -4.112 -1.160 0.384
C5 -2.820 -0.668 0.370
C6 -2.554 0.646 0.001
N1 -1.218 1.063 0.017
C7 -0.709 2.273 -0.304
O2 -1.349 3.230 -0.690
C8 0.814 2.367 -0.163
C9 1.393 1.696 1.097
C10 1.798 0.270 0.783
O3 0.967 -0.624 0.801
C11 3.198 0.003 0.424
C12 3.633 -1.324 0.429
C13 4.929 -1.662 0.103
C14 5.832 -0.663 -0.260
O4 7.122 -0.869 -0.601
C15 7.628 -2.185 -0.606
C16 5.399 0.668 -0.288
C17 4.109 0.998 0.054
C18 -3.617 1.474 -0.354
C19 -4.905 0.984 -0.338
H1 -5.548 -2.974 -1.173
H2 -7.143 -2.561 -1.799
H3 -6.955 -3.944 -0.711
H4 -6.359 -2.415 1.163
H5 -7.935 -1.981 0.473
H6 -4.270 -2.185 0.679
H7 -2.001 -1.317 0.648
H8 -0.571 0.334 0.313
H9 1.257 1.930 -1.063
H10 1.054 3.432 -0.164
H11 2.245 2.262 1.467
H12 0.632 1.677 1.880
H13 2.926 -2.092 0.706
H14 5.226 -2.698 0.131
H15 8.670 -2.098 -0.909
H16 7.577 -2.637 0.389
H17 7.094 -2.816 -1.322
H18 6.107 1.425 -0.585
H19 3.807 2.032 0.003
H20 -3.426 2.494 -0.641
H21 -5.735 1.617 -0.609

Computed properties:
Molar mass   327.38 g mol⁻¹
HOMO-LUMO gap   7.637 eV
ΔE to the lowest compared entry with this formula, charge and spin   121.4 kJ/mol
Maximum force   0.0118 hartree/bohr
E_tot   -29724.047 eV
Structure (SMILES)   CCOc1ccc(NC(=O)CCC(=O)c2ccc(OC)cc2)cc1

***

Entry 4:
Below is an isolated molecule of C19H21NO4S in a non-equilibrium geometry, with properties calculated with ωB97M-V/def2-TZVPD.

Positions of all 46 atoms, in Å:
C1 -3.357 -0.248 -1.578
O1 -2.833 -1.153 -0.640
C2 -1.482 -1.298 -0.568
C3 -0.566 -0.634 -1.358
C4 0.808 -0.820 -1.199
C5 1.262 -1.685 -0.218
C6 0.346 -2.374 0.576
C7 -1.015 -2.198 0.418
O2 -1.979 -2.812 1.159
C8 -1.578 -3.725 2.150
C9 2.740 -1.839 0.026
N1 3.472 -0.671 -0.400
S1 3.458 0.571 0.719
O3 4.040 0.041 1.917
O4 4.068 1.709 0.095
C10 1.744 0.931 1.069
C11 1.174 2.006 0.543
C12 -0.228 2.387 0.633
C13 -1.190 1.556 1.211
C14 -2.520 1.930 1.232
C15 -2.914 3.141 0.683
C16 -1.969 3.979 0.114
C17 -0.638 3.604 0.085
C18 3.226 -0.315 -1.775
C19 1.748 -0.027 -2.069
H1 -4.438 -0.286 -1.448
H2 -3.005 0.773 -1.392
H3 -3.107 -0.539 -2.603
H4 -0.900 0.058 -2.115
H5 0.729 -3.042 1.331
H6 -2.500 -4.097 2.595
H7 -0.973 -3.243 2.925
H8 -1.018 -4.564 1.724
H9 2.954 -1.976 1.088
H10 3.134 -2.708 -0.518
H11 1.270 0.210 1.706
H12 1.815 2.661 -0.036
H13 -0.897 0.607 1.630
H14 -3.253 1.270 1.670
H15 -3.955 3.430 0.699
H16 -2.271 4.924 -0.312
H17 0.097 4.257 -0.362
H18 3.837 0.564 -1.983
H19 3.582 -1.147 -2.390
H20 1.541 -0.244 -3.120
H21 1.541 1.035 -1.912

Computed properties:
Molar mass   359.45 g mol⁻¹
HOMO-LUMO gap   8.121 eV
ΔE to the lowest compared entry with this formula, charge and spin   246.7 kJ/mol
Maximum force   0.0200 hartree/bohr
E_tot   -40557.753 eV
Structure (SMILES)   COc1cc2c(cc1OC)CN(S(=O)(=O)/C=C/c1ccccc1)CC2

***

Look up the maximum force of the first one.
0.3767 hartree/bohr

***

Which formula does entry 2 have?
C19H21N6RuSSe2

***

Please write out number 3 again, unchanged.
Below is an isolated molecule of C19H21NO4, with properties calculated with ωB97M-V/def2-TZVPD.

Positions of all 45 atoms, in Å:
C1 -6.607 -2.938 -0.932
C2 -6.862 -2.029 0.267
O1 -6.493 -0.688 0.023
C3 -5.174 -0.335 0.029
C4 -4.112 -1.160 0.384
C5 -2.820 -0.668 0.370
C6 -2.554 0.646 0.001
N1 -1.218 1.063 0.017
C7 -0.709 2.273 -0.304
O2 -1.349 3.230 -0.690
C8 0.814 2.367 -0.163
C9 1.393 1.696 1.097
C10 1.798 0.270 0.783
O3 0.967 -0.624 0.801
C11 3.198 0.003 0.424
C12 3.633 -1.324 0.429
C13 4.929 -1.662 0.103
C14 5.832 -0.663 -0.260
O4 7.122 -0.869 -0.601
C15 7.628 -2.185 -0.606
C16 5.399 0.668 -0.288
C17 4.109 0.998 0.054
C18 -3.617 1.474 -0.354
C19 -4.905 0.984 -0.338
H1 -5.548 -2.974 -1.173
H2 -7.143 -2.561 -1.799
H3 -6.955 -3.944 -0.711
H4 -6.359 -2.415 1.163
H5 -7.935 -1.981 0.473
H6 -4.270 -2.185 0.679
H7 -2.001 -1.317 0.648
H8 -0.571 0.334 0.313
H9 1.257 1.930 -1.063
H10 1.054 3.432 -0.164
H11 2.245 2.262 1.467
H12 0.632 1.677 1.880
H13 2.926 -2.092 0.706
H14 5.226 -2.698 0.131
H15 8.670 -2.098 -0.909
H16 7.577 -2.637 0.389
H17 7.094 -2.816 -1.322
H18 6.107 1.425 -0.585
H19 3.807 2.032 0.003
H20 -3.426 2.494 -0.641
H21 -5.735 1.617 -0.609

Computed properties:
Molar mass   327.38 g mol⁻¹
HOMO-LUMO gap   7.637 eV
ΔE to the lowest compared entry with this formula, charge and spin   121.4 kJ/mol
Maximum force   0.0118 hartree/bohr
E_tot   -29724.047 eV
Structure (SMILES)   CCOc1ccc(NC(=O)CCC(=O)c2ccc(OC)cc2)cc1

***

What is the formula in the first record?
C19H21N5O7S